No. 1
Computed, not measured: C18H17N5 in the gas phase, with ωB97M-V/def2-TZVPD.

Geometry (Å):
N 4.2177 3.8962 -0.6705
C 3.2954 3.2258 -0.5834
C 2.1235 2.4005 -0.4915
H 1.6455 2.5662 0.4789
H 2.4184 1.3493 -0.5573
C 1.1193 2.7207 -1.6211
N -0.1008 1.9743 -1.4706
N -0.0422 0.7113 -1.8941
C -0.8801 -0.1875 -1.5428
C -0.7124 -1.5147 -2.1308
C 0.0375 -1.6485 -3.3040
C 0.2312 -2.8833 -3.8866
C -0.3174 -4.0207 -3.3139
C -1.0555 -3.9061 -2.1494
C -1.2522 -2.6691 -1.5634
H -1.8240 -2.6200 -0.6479
H -1.4822 -4.7871 -1.6913
H -0.1700 -4.9879 -3.7707
H 0.8098 -2.9633 -4.7953
H 0.4573 -0.7582 -3.7438
C -2.0056 0.0794 -0.5426
C -1.4104 0.2593 0.8064
N -0.8516 1.3646 1.2187
C -0.3626 1.1012 2.4748
C 0.3209 1.9175 3.3676
C 0.6972 1.3660 4.5747
C 0.4078 0.0398 4.8989
C -0.2705 -0.7877 4.0254
C -0.6491 -0.2410 2.8120
N -1.3181 -0.7480 1.7241
H -1.6626 -1.6875 1.6216
H -0.4943 -1.8137 4.2768
H 0.7223 -0.3472 5.8564
H 1.2297 1.9733 5.2912
H 0.5409 2.9446 3.1219
H -2.5145 1.0008 -0.8382
H -2.7296 -0.7326 -0.5464
H -0.5994 2.1629 -0.5977
H 0.8740 3.7858 -1.6076
H 1.5568 2.4641 -2.5886

- ΔE to the lowest compared entry with this formula, charge and spin (kJ/mol) = 0.00

=====

No. 2
Computed, not measured: a molecular structure, C34H41N7RbS8, with ωB97M-V/def2-TZVPD.

Geometry (Å):
Rb 0.9547 0.3464 -0.5216
C 1.4002 3.0607 2.6836
C 2.4007 4.0830 2.1640
S 2.8575 3.8397 0.4133
C 4.6688 3.9446 0.5171
C 5.3943 2.8504 1.2999
S 4.8403 1.1585 0.8890
C 4.4911 0.4708 2.5311
C 3.4100 1.1686 3.3471
S 1.8261 1.3159 2.4511
H 1.2154 3.2384 3.7452
H 0.4538 3.1428 2.1436
H 1.9596 5.0769 2.2538
H 3.3273 4.0715 2.7385
H 4.9757 3.9204 -0.5293
H 4.9268 4.9208 0.9330
H 6.4592 2.9094 1.0694
H 5.2778 2.9860 2.3752
H 4.1854 -0.5509 2.2930
H 5.4228 0.4355 3.0998
H 3.2233 0.5827 4.2485
H 3.7113 2.1712 3.6514
C -3.9891 -0.2106 -2.3553
C -5.0959 -0.7166 -1.4721
C -6.4203 -0.6314 -1.8867
C -7.4607 -1.1633 -1.1401
C -7.1819 -1.8069 0.0550
C -5.8746 -1.8882 0.5012
C -4.8259 -1.3359 -0.2368
N -3.5175 -1.4565 0.2432
C -2.5687 -0.4195 0.3659
N -3.1330 0.8089 0.4075
C -2.6061 2.1334 0.2841
C -1.2344 2.3718 0.1243
C -0.9187 3.7331 -0.0251
C -1.8546 4.7639 -0.0284
C -3.1939 4.4582 0.1511
C -3.5904 3.1371 0.3186
C -5.0597 2.8317 0.5185
N -1.3257 -0.6908 0.5083
C -0.8730 -2.0034 0.3369
C -0.6876 -2.5302 -0.9439
C -0.1764 -3.8052 -1.1242
C 0.1305 -4.5865 -0.0237
C -0.0569 -4.0724 1.2507
C -0.5399 -2.7861 1.4531
C -0.7133 -2.2272 2.8395
H -4.3280 -0.1697 -3.3906
H -3.1222 -0.8704 -2.2989
H -3.6499 0.7875 -2.0706
H -6.6329 -0.1508 -2.8351
H -8.4787 -1.0869 -1.5005
H -7.9830 -2.2376 0.6423
H -5.6476 -2.3830 1.4385
H -3.2902 -2.2915 0.7577
H -4.1382 0.7772 0.4056
H 0.1269 4.0164 -0.1603
H -1.5559 5.7987 -0.1756
H -3.9458 5.2411 0.1595
H -5.6258 3.7607 0.5820
H -5.2329 2.2740 1.4444
H -5.4732 2.2494 -0.3129
H -0.9433 -1.9184 -1.8031
H -0.0304 -4.1902 -2.1259
H 0.5297 -5.5848 -0.1546
H 0.1966 -4.6791 2.1132
H -0.1856 -2.8462 3.5644
H -1.7685 -2.1794 3.1261
H -0.3207 -1.2097 2.8829
N 2.5964 2.1179 -5.8737
C 1.6909 1.2584 -6.4172
N 1.6518 1.1955 -7.7806
N 0.8873 0.5170 -5.7379
C 0.9288 0.4210 -4.4300
N 0.9152 0.2943 -3.2798
H 3.3815 2.3872 -6.4413
H 2.7904 1.9970 -4.8914
H 1.8906 2.0380 -8.2765
H 0.8517 0.6988 -8.1370
C 5.0224 -3.4168 3.3229
S 3.2888 -3.9280 3.0910
C 3.3895 -4.5775 1.4690
C 3.5161 -3.8146 0.3457
S 3.6237 -2.1370 0.2378
S 3.6829 -4.8045 -1.1312
C 3.6112 -6.3772 -0.4148
S 3.7482 -7.7840 -1.2667
S 3.3802 -6.3221 1.2931
H 5.0509 -2.7674 4.1975
H 5.3304 -2.8661 2.4353
H 5.6561 -4.2876 3.4784

- charge = -1
- energy (a.u.) = -4913.16796